# 1
C38H55As2N4O5PPtTe | ωB97M-V/def2-TZVPD

Last column: Mulliken charge in e.
Geometry (Å):
Pt 0.7986 0.7543 0.4735  0.553
Te -1.5787 1.9303 0.9559  0.344
As 3.4774 0.8331 0.6643  1.067
As 1.1382 0.5363 2.8130  1.109
P 0.1935 -2.4183 -0.6031  -3.155
O 1.0097 0.8872 -1.6366  -0.918
O -0.1930 6.3151 -4.2870  -0.598
O 0.4937 -1.2688 0.3814  2.126
O 1.2616 2.7020 0.6037  -0.084
O -0.0417 7.7794 -2.7073  -0.595
N -0.6568 -3.6361 0.0808  0.462
N -0.5720 -1.9277 -1.9491  0.951
N 1.6073 -3.1250 -0.9888  0.772
N 0.0044 6.6504 -3.1392  1.027
C 0.8257 1.9550 -2.2512  -0.195
C 4.1989 2.0317 -0.6726  -1.471
C -0.3774 -3.9877 1.4834  -0.854
C 2.4741 2.6047 4.3307  -0.672
C -3.2150 2.0996 -1.9435  -1.630
C -1.6598 -0.9314 -1.9861  1.169
C 4.6005 3.5419 3.7074  -0.833
C -3.8708 1.2281 -0.9028  0.945
C -2.6753 -3.1998 1.2401  0.346
C -1.2437 -1.8497 -4.1885  -1.111
C -0.2064 0.7217 4.1706  -1.239
C 2.8348 -2.3758 -1.2669  0.847
C 0.7140 3.2629 -1.7044  1.449
C 2.5159 1.8051 3.1983  0.500
C -2.1113 -3.8070 -0.0466  -1.179
C -4.0433 0.1565 1.2842  0.381
C 0.3283 5.5816 -2.1772  -0.899
C -0.0593 -2.2073 -3.3059  -0.308
C 0.5396 5.9055 -0.8333  -0.471
C 0.9249 3.5713 -0.3351  -0.307
C 0.4191 4.2967 -2.6173  -0.590
C -5.1485 0.7603 -1.1948  -1.005
C -3.3087 0.9100 0.3470  0.410
C -1.5400 -3.3711 2.2771  0.198
C 0.8332 4.9141 0.0692  -0.847
C -1.8592 -0.6447 -3.4798  -0.848
C 3.5804 1.8865 2.2943  -0.039
C 3.5283 3.4749 4.5822  -0.868
C 4.9374 -0.4317 0.8900  -1.350
C -5.8909 0.0200 -0.2869  0.563
C -3.5073 -0.2037 2.6419  -0.814
C -7.2841 -0.4353 -0.6073  -1.595
C 3.1685 -4.6389 -1.9154  -0.889
C 1.7862 -1.2589 3.1111  -0.801
C 3.9072 -3.4589 -1.2856  -0.739
C -5.3179 -0.2701 0.9487  -0.813
C 4.6285 2.7530 2.5624  -0.858
C 1.7754 -4.5671 -1.2910  -0.577
H 0.9997 5.1414 1.1131  0.611
H -2.4837 -3.3644 -0.9661  0.605
H 2.7820 -1.8654 -2.2361  0.221
H 4.7932 -3.1608 -1.8441  0.462
H 5.8195 0.1175 1.2164  0.528
H -3.5992 -3.6872 1.5478  0.591
H -3.4181 1.7139 -2.9415  0.356
H -3.6155 0.6260 3.3440  0.450
H -2.5701 -1.3257 -1.5281  0.529
H 1.6428 2.5576 5.0221  0.456
H 0.4590 6.9387 -0.5243  0.593
H 3.1059 -4.5047 -2.9968  0.320
H -5.5833 1.0029 -2.1583  0.424
H -2.8989 -2.1465 1.0782  -0.676
H 0.2852 0.5593 5.1308  0.555
H -4.0431 -1.0604 3.0489  0.418
H 5.4171 4.2223 3.9082  0.439
H -1.3385 0.2734 -3.7641  0.334
H 5.1443 -0.9230 -0.0587  0.470
H 0.9258 -1.8897 3.3264  0.324
H 0.7855 1.8842 -3.3441  0.305
H 2.2959 -1.6282 2.2257  -0.122
H 4.0648 1.5943 -1.6608  0.416
H -2.1386 2.1919 -1.8128  -0.076
H -0.9587 -0.0469 4.0190  0.295
H 0.2379 -3.2499 -3.4052  0.266
H -5.8827 -0.8512 1.6692  0.462
H -3.6356 3.1070 -1.8999  0.532
H -0.3832 -5.0762 1.5679  0.490
H 4.6811 -1.1824 1.6351  0.364
H -0.6688 1.7037 4.1351  0.464
H -1.2436 -2.4031 2.6867  -0.685
H -7.4420 -1.4676 -0.2955  0.392
H 5.2626 2.1783 -0.4921  0.571
H 3.6791 2.9854 -0.6161  0.383
H -8.0118 0.1788 -0.0734  0.337
H -2.9100 -0.5139 -3.7290  0.445
H 0.8042 -1.5726 -3.5313  0.280
H -7.4968 -0.3558 -1.6716  0.385
H 4.2117 -3.7037 -0.2651  0.341
H -2.3093 -4.8802 -0.0890  0.397
H -2.4494 -0.4551 2.5840  -0.373
H -0.9465 -1.6374 -5.2135  0.437
H 0.9977 -4.9287 -1.9629  0.391
H -1.3890 -0.0360 -1.4280  -1.604
H 5.4641 2.8401 1.8785  0.392
H 0.2635 4.0826 -3.6671  0.669
H 3.6487 -5.5962 -1.7251  0.421
H 2.9893 -1.6240 -0.4951  -1.341
H 1.7177 -5.1489 -0.3696  0.374
H 2.4583 -1.2472 3.9689  0.614
H 0.6089 -3.6340 1.7821  0.359
H 3.5103 4.0994 5.4650  0.460
H -1.9529 -2.6789 -4.2072  0.364
H -1.8307 -4.0070 3.1114  0.521

Cartesian forces (eV/Å) of the 2 atoms listed first:
Pt 1.04 0.19 0.01
Te -0.16 -0.12 0.04

Summary:
Relative energy (zero: lowest compared OMol25 entry of this formula, charge and spin)   18.5 kcal per mole
Charge   +2
Molar mass   1151.38 g/mol

# 2
C38H48AsN6O3S3Zr | ωB97M-V/def2-TZVPD

Last column: Mulliken charge in e.
Geometry (Å):
Zr -0.8892 0.5765 -0.4984  -0.972
As -0.2369 -0.2771 2.2350  0.805
S 0.1960 5.1048 -0.6215  -0.416
S -5.6646 0.3907 1.0959  -0.206
S 1.7738 1.2685 0.0631  -0.400
O 0.1850 -1.1221 -0.7413  0.621
O -2.5099 -3.9981 0.6549  -0.539
O -2.5728 0.8108 -1.7130  -0.546
N -2.6214 -2.7019 0.1805  0.391
N -3.2002 1.0140 0.9330  0.783
N -2.5332 -0.4611 -1.3106  1.240
N 2.3446 -0.8862 -1.5443  0.202
N -0.7945 2.8128 0.0017  1.224
N 4.0998 0.2074 -0.6404  0.362
C 0.4578 -4.4003 -4.5211  -0.620
C -3.4538 -1.3140 -1.5293  0.521
C 1.9808 -3.1004 -3.1887  -0.373
C -4.0072 0.0481 1.2759  -0.136
C -0.3921 -2.7661 -2.9813  -0.046
C 1.0026 0.1695 4.8855  -1.509
C 5.6308 0.8220 1.2211  -1.066
C 0.7481 0.8251 3.5303  -0.365
C 0.1787 0.9346 -3.6452  -0.582
C 5.0547 -2.1051 -0.5900  -1.011
C 4.9654 -0.7715 -1.3218  -0.815
C -4.6344 -1.0004 -2.3812  -2.085
C -0.9132 3.6149 1.1503  -1.079
C 4.7927 1.3021 0.0448  -0.507
C 0.4123 3.6810 -3.3722  -0.949
C -1.0155 5.4767 3.2161  -0.679
C -0.6174 -3.7368 -3.9441  -0.896
C -2.4145 -0.0619 4.2224  -1.130
C 1.1491 -1.3860 -1.5763  -1.016
C -0.4630 5.8525 2.0078  -0.697
C 1.7546 -4.0824 -4.1397  -0.827
C 0.9069 -2.4355 -2.6037  0.541
C -0.0730 1.4804 -2.3874  1.272
C 2.4893 -1.5553 2.2669  -1.000
C 2.7705 0.1249 -0.7445  0.098
C -1.5399 -1.0766 3.4810  -1.025
C -0.2335 3.4763 -0.9930  0.812
C 0.6682 3.0989 -4.5967  -1.017
C -1.4733 3.2535 2.3747  -0.192
C -3.8567 -3.8789 -1.5692  -1.704
C 0.0444 2.8784 -2.2893  0.937
C 0.9878 -1.8338 2.1662  -1.058
C 0.5466 1.7204 -4.7279  -0.899
C -0.4217 4.9109 0.9849  0.772
C -3.9310 2.1029 0.4829  -0.839
C -3.2771 -2.6617 -0.9145  0.555
C -1.5193 4.1856 3.3930  -0.851
C -5.2709 1.9558 0.5206  -0.470
H 0.0903 -0.1333 -3.8029  0.407
H -3.4156 2.9904 0.1516  0.368
H 5.4263 1.8015 -0.6929  0.467
H -5.5593 -1.2643 -1.8652  0.370
H 6.0998 1.6810 1.7026  0.431
H 4.0539 2.0168 0.3836  0.252
H 0.2857 -5.1659 -5.2676  0.414
H 0.6860 -2.5038 2.9715  0.831
H 0.4882 4.7573 -3.2591  0.437
H -1.8215 0.5443 4.9075  0.186
H 0.2205 1.7682 3.6540  0.351
H -6.0338 2.6624 0.2346  0.474
H 0.1189 0.1933 5.5216  0.321
H 1.7936 0.7094 5.4081  0.400
H 2.9870 -2.8415 -2.8873  0.353
H -3.0927 -4.6531 -1.6313  0.438
H 3.0456 -2.4570 2.0011  0.536
H -1.9558 3.9107 4.3456  0.476
H 5.9502 -0.3129 -1.3982  0.527
H 4.5804 -0.9256 -2.3268  0.438
H -1.9738 -3.9037 1.4492  0.363
H -0.0729 6.8511 1.8569  0.448
H -1.2159 -2.2385 -2.5273  0.560
H 0.7353 1.2548 -5.6880  0.504
H 1.6851 1.0618 3.0256  0.380
H -1.0599 6.1878 4.0313  0.418
H 2.8014 -0.7580 1.5959  -0.166
H 4.0637 -2.5495 -0.4953  0.115
H -1.6295 -3.9782 -4.2456  0.481
H 5.6882 -2.7941 -1.1519  0.400
H 5.4798 -1.9848 0.4072  0.392
H -4.5986 -1.5664 -3.3140  0.493
H -0.9655 -1.6615 4.1958  0.583
H -1.8721 2.2617 2.5133  0.505
H -4.6408 0.0600 -2.6205  0.366
H 0.9474 3.7089 -5.4459  0.406
H -4.2351 -3.6624 -2.5649  0.373
H -4.6702 -4.2836 -0.9638  0.382
H -2.1526 -1.7774 2.9090  0.383
H 2.5925 -4.6010 -4.5879  0.457
H 0.7718 -2.3362 1.2243  0.300
H -3.6683 -0.9120 1.6383  -0.028
H -3.1753 -0.5740 4.8151  0.444
H 6.4233 0.1419 0.9070  0.336
H 1.3168 -0.8708 4.8001  0.289
H 2.7853 -1.2758 3.2773  0.425
H -2.9255 0.6217 3.5471  0.119
H 5.0071 0.3134 1.9590  0.181

Cartesian forces (eV/Å) of the 2 atoms listed first:
Zr 0.42 0.62 0.90
As 0.38 -0.40 0.88

Summary:
E   -149890.1153 eV
Charge   +1
Molar mass   899.19 g/mol

# 3
C2H3ClO2S | ωB97M-V/def2-TZVPD

Last column: Mulliken spin population.
Geometry (Å):
Cl 2.1288 -1.2697 -1.9185  0.574
S 0.2462 -1.2121 -2.8045  1.336
O -0.8205 -0.9302 -1.6317  0.079
O -0.1485 1.4116 -0.1599  0.001
C -0.0642 1.0364 0.9214  -0.001
C -0.0774 0.4718 2.0704  0.001
H -0.5627 0.9112 2.8828  0.000
H -1.1513 -0.0425 -1.6239  0.009
H 0.4498 -0.3765 2.2640  0.000

Cartesian forces (eV/Å) of the 2 atoms listed first:
Cl 3.77 -0.21 1.67
S -3.36 0.21 -1.89

Summary:
Multiplicity   3
<S²>   2.005
Relative energy (zero: lowest compared OMol25 entry of this formula, charge and spin)   65.3 kcal per mole
Molar mass   126.56 g/mol

# 4
C8H19BBrO4S2 | ωB97M-V/def2-TZVPD

Last column: Mulliken charge in e.
Geometry (Å):
Br -2.9280 2.3592 -3.9267  -0.062
S 1.4341 0.8177 2.6072  1.070
S -1.8423 1.7806 -2.1343  0.155
O -1.8447 -0.9519 -1.8719  -0.337
O 1.9209 2.0857 3.0732  -0.684
O 1.5346 0.4804 1.2019  -0.579
O 0.3392 2.0151 -3.8548  -0.410
C -0.3126 -0.8776 3.5896  -0.529
C -0.2613 0.5792 3.1370  -0.610
C 2.1359 -0.5220 3.5780  -0.661
C 1.8333 -0.2790 -2.5046  -1.248
C -1.8251 -1.4327 -3.2232  -0.620
C 0.8634 0.6595 -1.7481  0.076
C 0.9756 -1.1116 4.3912  -0.632
C -2.6093 0.1273 -1.6254  -0.525
B -0.0355 1.4644 -2.6984  0.465
H 1.7337 -1.2828 -2.1073  0.359
H 1.4339 1.3818 -1.1586  0.292
H -0.3338 -1.5379 2.7197  0.268
H 1.1396 -2.1682 4.5912  0.338
H -0.1973 1.8195 -4.6303  0.305
H 2.9248 -0.1101 4.2011  0.340
H 1.6488 -0.2985 -3.5739  0.352
H -3.5787 0.1341 -2.1249  0.590
H 2.5556 -1.2428 2.8794  0.361
H 0.2778 0.1127 -1.0158  0.089
H -0.8209 -1.3050 -3.6216  0.191
H -2.5208 -0.8765 -3.8473  0.367
H 2.8549 0.0411 -2.3439  0.330
H -1.2021 -1.0774 4.1840  0.355
H -0.9272 0.8135 2.3097  0.278
H -2.0698 -2.4865 -3.2152  0.287
H -2.7619 0.2274 -0.5552  0.370
H -0.4390 1.2647 3.9645  0.350
H 0.9037 -0.6033 5.3535  0.307

Cartesian forces (eV/Å) of the 2 atoms listed first:
Br 0.10 -0.06 0.10
S 0.05 -0.04 0.16

Summary:
E   -109176.9102 eV
Charge   +1
Molar mass   334.09 g/mol

# 5
C3H13NO3S | ωB97M-V/def2-TZVPD

Last column: Mulliken spin population.
Geometry (Å):
S -1.7507 0.0230 -1.4009  0.024
O 1.5493 2.7836 1.0351  0.000
O -0.9570 2.8074 -3.2572  0.000
O 2.4307 -1.5254 1.4146  0.099
N 0.1821 -1.6561 1.6664  0.838
C 1.4528 -2.3818 1.9012  -0.026
C -0.3818 -1.4112 0.3453  0.017
C -0.9804 -0.0253 0.2539  0.005
H 0.7598 3.3033 1.2377  0.000
H -0.5826 3.5819 -3.6856  0.000
H -0.2128 0.7291 0.2226  0.002
H -1.9010 2.9663 -3.1655  0.000
H 1.1765 2.0296 0.5654  0.000
H 0.1342 -0.8193 2.2753  -0.033
H 0.4794 -1.4849 -0.3281  0.038
H -1.1502 1.1365 -1.8624  0.000
H -1.0957 -2.2086 0.0995  0.044
H 1.5766 -2.4923 2.9768  -0.003
H 2.7903 -1.8404 0.5666  -0.002
H -1.6481 0.2658 1.0579  -0.004
H 1.4618 -3.3398 1.4071  -0.001

Cartesian forces (eV/Å) of the 2 atoms listed first:
S -0.25 0.14 0.03
O -0.53 -0.22 0.04

Summary:
Multiplicity   2
<S²>   0.755
Relative energy (zero: lowest compared OMol25 entry of this formula, charge and spin)   19.5 kcal per mole
Charge   +1
Molar mass   143.21 g/mol

# 6
C4H4N3 | ωB97M-V/def2-TZVPD

Last column: Mulliken charge in e.
Geometry (Å):
N -0.3225 -1.6852 0.2261  -0.186
N -1.4724 0.2209 -0.2011  0.188
N -1.2929 -0.9625 0.1135  0.044
C 1.0077 0.2784 0.5615  -0.068
C -1.1590 1.4723 -0.1723  -0.097
C 0.9648 -0.9408 -0.2722  -0.660
C 0.0590 1.2622 0.3463  0.330
H 1.6928 -1.6210 -0.1478  0.329
H 1.7054 0.4069 1.3381  0.379
H -1.8651 2.2918 -0.5032  0.365
H 0.6822 -0.7231 -1.2889  0.375

Cartesian forces (eV/Å) of the 2 atoms listed first:
N 0.75 0.23 0.12
N -0.68 -3.52 -2.17

Summary:
Relative energy (zero: lowest compared OMol25 entry of this formula, charge and spin)   131.3 kcal per mole
Charge   +1
Molar mass   94.10 g/mol